# 1
{"formula": "C22H29NO2", "method": "ωB97M-V with the def2-TZVPD basis set", "charge": 0, "relative_energy_ev": 1.098, "e_tot_ev": -28870.068, "lumo_ha": 0.0286, "species": ["C", "C", "C", "O", "O", "C", "C", "C", "C", "C", "C", "C", "C", "C", "C", "C", "C", "C", "C", "C", "C", "C", "N", "C", "C", "H", "H", "H", "H", "H", "H", "H", "H", "H", "H", "H", "H", "H", "H", "H", "H", "H", "H", "H", "H", "H", "H", "H", "H", "H", "H", "H", "H", "H"], "positions_angstrom": [[-5.18428, -1.19249, -0.95909], [-4.42308, -0.18641, -0.09842], [-3.04005, -0.73250, 0.21879], [-2.86187, -1.75437, 0.83022], [-2.11646, 0.07642, -0.28384], [-0.68362, -0.13854, -0.26235], [-0.34314, -1.63719, -0.48008], [1.12999, -1.91385, -0.50858], [1.80266, -2.21528, 0.67056], [3.16642, -2.44688, 0.66689], [3.87912, -2.38676, -0.51866], [3.21572, -2.11032, -1.70129], [1.85125, -1.87968, -1.69576], [-0.09541, 0.31038, 1.06714], [1.25518, 0.63677, 1.16298], [1.80649, 1.00348, 2.37730], [1.02545, 1.05114, 3.51860], [-0.31746, 0.73426, 3.43198], [-0.87105, 0.36746, 2.21704], [-0.17206, 0.74220, -1.43464], [-0.93921, 0.47027, -2.73014], [-0.23341, 2.24226, -1.07740], [1.10385, 2.80272, -0.95864], [1.14517, 3.96587, -0.10002], [1.68220, 3.08944, -2.25415], [-6.20336, -0.85205, -1.12703], [-5.21288, -2.15676, -0.45738], [-4.69634, -1.31831, -1.92275], [-4.95243, -0.04124, 0.84495], [-4.32450, 0.77261, -0.60664], [-0.80997, -1.96437, -1.41111], [-0.79454, -2.19892, 0.33817], [1.25066, -2.27060, 1.59730], [3.67378, -2.67598, 1.59251], [4.94436, -2.56368, -0.52304], [3.76219, -2.07622, -2.63314], [1.34301, -1.67992, -2.62895], [1.88464, 0.62567, 0.29094], [2.85521, 1.25434, 2.42773], [1.45797, 1.33539, 4.46661], [-0.94263, 0.76860, 4.31232], [-1.92141, 0.12340, 2.18587], [0.87638, 0.48174, -1.59108], [-1.98940, 0.72124, -2.60919], [-0.86638, -0.57179, -3.02950], [-0.52823, 1.07982, -3.53281], [-0.74187, 2.36716, -0.12063], [-0.82514, 2.78398, -1.83387], [2.17900, 4.29723, -0.00654], [0.54440, 4.80624, -0.48350], [0.78010, 3.69188, 0.88860], [1.13195, 3.87410, -2.80004], [1.68732, 2.18623, -2.86074], [2.71167, 3.41837, -2.12078]], "atomic_forces_ev_per_a": [[0.010, 0.072, 0.139], [0.133, -0.141, -0.084], [-0.865, -0.066, 0.122], [0.080, 0.033, 0.048], [0.457, 0.387, -0.092], [0.571, -0.247, -0.071], [-0.199, 0.010, 0.098], [-0.013, -0.131, -0.090], [0.039, -0.162, -0.084], [0.024, -0.036, 0.077], [0.082, 0.008, 0.006], [0.111, 0.022, -0.122], [-0.003, -0.023, 0.035], [-0.193, 0.080, -0.010], [-0.062, 0.052, 0.051], [0.063, 0.021, -0.007], [0.011, 0.019, 0.079], [-0.028, 0.003, 0.111], [-0.111, 0.013, -0.010], [-0.391, 0.068, -0.009], [0.199, -0.095, 0.190], [0.143, -0.169, 0.014], [-0.024, 0.184, -0.020], [-0.010, -0.046, -0.022], [-0.001, -0.054, 0.123], [-0.059, -0.014, -0.051], [-0.038, -0.071, -0.012], [0.010, -0.038, -0.122], [0.077, 0.035, 0.019], [-0.053, -0.017, 0.085], [-0.023, -0.053, 0.028], [0.049, 0.058, -0.201], [-0.072, 0.024, 0.099], [0.043, -0.019, 0.080], [0.090, -0.023, 0.002], [0.038, -0.007, -0.063], [-0.083, 0.041, -0.082], [0.058, -0.008, -0.099], [0.121, 0.023, 0.000], [0.042, 0.030, 0.072], [-0.047, 0.006, 0.068], [-0.014, -0.023, -0.007], [-0.056, 0.059, 0.054], [-0.096, 0.035, -0.062], [-0.045, -0.117, -0.107], [0.020, 0.047, -0.074], [-0.023, 0.073, -0.041], [-0.012, 0.036, 0.032], [0.021, 0.083, 0.044], [-0.018, 0.038, 0.004], [-0.021, 0.043, 0.081], [-0.028, 0.002, -0.019], [0.031, -0.055, -0.125], [0.063, 0.014, -0.073]]}

---

# 2
{"formula": "C3H12Si2", "method": "ωB97M-V with the def2-TZVPD basis set", "charge": 0, "relative_energy_ev": 0.000, "e_tot_ev": -19059.722, "lumo_ha": 0.0343, "species": ["C", "Si", "C", "C", "Si", "H", "H", "H", "H", "H", "H", "H", "H", "H", "H", "H", "H"], "positions_angstrom": [[-1.70344, 1.45274, 0.14020], [-0.71890, -0.22568, 0.39959], [-1.60728, -1.84087, -0.29888], [1.06713, 0.13753, -0.61741], [2.62159, 0.51145, 0.38687], [-2.20721, 1.50442, -0.83785], [-2.47797, 1.52559, 0.92284], [-0.90393, 2.26536, 0.04740], [-0.15157, -0.39468, 1.83892], [-2.00097, -1.64273, -1.27055], [-1.05527, -2.80159, -0.40099], [-2.52566, -2.16463, 0.19141], [0.92192, 0.94612, -1.35454], [1.21714, -0.81977, -1.21816], [2.96123, 1.82590, 1.16035], [3.65285, 0.23163, -0.48650], [2.91034, -0.51079, 1.39730]], "atomic_forces_ev_per_a": [[0.994, -0.710, -0.300], [1.825, 0.410, -1.013], [0.324, -0.090, 0.696], [-1.935, -0.960, 0.363], [-0.861, 0.257, 1.491], [0.064, -0.395, 0.269], [0.568, 0.643, -0.239], [-1.266, -0.893, 0.867], [-0.890, 0.072, -0.903], [0.068, 0.496, -1.076], [0.280, 0.921, 0.239], [0.015, 0.376, 0.722], [-0.138, -0.294, 0.196], [0.257, 1.166, 0.755], [-0.794, -0.764, -0.902], [1.871, 0.034, -1.574], [-0.383, -0.271, 0.409]]}

---

# 3
{"formula": "C5H11NO2", "method": "ωB97M-V with the def2-TZVPD basis set", "charge": 0, "relative_energy_ev": 1.108, "e_tot_ev": -10948.159, "lumo_ha": 0.0309, "species": ["C", "N", "C", "C", "O", "C", "C", "O", "H", "H", "H", "H", "H", "H", "H", "H", "H", "H", "H"], "positions_angstrom": [[2.18510, 0.04973, -0.64597], [0.80259, -0.39510, -0.52108], [0.56215, -1.63445, 0.17733], [-0.16933, 0.43584, -0.98289], [0.10367, 1.36172, -1.72442], [-1.57162, 0.25718, -0.43458], [-1.62321, 0.58009, 1.07698], [-0.59352, 1.48576, 1.47718], [2.61105, -0.29407, -1.58090], [2.19954, 1.14119, -0.59037], [2.74658, -0.30607, 0.20640], [-0.38148, -1.61716, 0.72556], [1.41330, -1.85404, 0.81069], [0.58072, -2.48001, -0.52366], [-2.18710, 0.94598, -1.01309], [-1.88511, -0.77007, -0.62191], [-2.58498, 1.02584, 1.31052], [-1.42908, -0.31940, 1.65135], [-0.77927, 2.38703, 1.20288]], "atomic_forces_ev_per_a": [[-0.595, 0.363, -0.034], [0.153, 0.223, 0.345], [0.105, -0.440, -0.606], [0.335, 0.019, 0.394], [-0.105, 0.309, -0.146], [0.195, -0.032, -0.118], [0.552, 0.646, -0.590], [0.120, -0.259, 0.207], [0.360, 0.052, -0.139], [0.025, -0.166, -0.318], [0.193, -0.337, 0.097], [0.398, -0.217, -0.016], [-0.106, 0.237, 0.593], [-0.408, 0.027, -0.026], [-0.067, -0.145, 0.068], [-0.351, 0.022, 0.041], [-0.304, -0.326, 0.205], [-0.305, 0.065, 0.247], [-0.196, -0.041, -0.204]]}

---

Please write out number 3 again, unchanged.
{"formula": "C5H11NO2", "method": "ωB97M-V with the def2-TZVPD basis set", "charge": 0, "relative_energy_ev": 1.108, "e_tot_ev": -10948.159, "lumo_ha": 0.0309, "species": ["C", "N", "C", "C", "O", "C", "C", "O", "H", "H", "H", "H", "H", "H", "H", "H", "H", "H", "H"], "positions_angstrom": [[2.18510, 0.04973, -0.64597], [0.80259, -0.39510, -0.52108], [0.56215, -1.63445, 0.17733], [-0.16933, 0.43584, -0.98289], [0.10367, 1.36172, -1.72442], [-1.57162, 0.25718, -0.43458], [-1.62321, 0.58009, 1.07698], [-0.59352, 1.48576, 1.47718], [2.61105, -0.29407, -1.58090], [2.19954, 1.14119, -0.59037], [2.74658, -0.30607, 0.20640], [-0.38148, -1.61716, 0.72556], [1.41330, -1.85404, 0.81069], [0.58072, -2.48001, -0.52366], [-2.18710, 0.94598, -1.01309], [-1.88511, -0.77007, -0.62191], [-2.58498, 1.02584, 1.31052], [-1.42908, -0.31940, 1.65135], [-0.77927, 2.38703, 1.20288]], "atomic_forces_ev_per_a": [[-0.595, 0.363, -0.034], [0.153, 0.223, 0.345], [0.105, -0.440, -0.606], [0.335, 0.019, 0.394], [-0.105, 0.309, -0.146], [0.195, -0.032, -0.118], [0.552, 0.646, -0.590], [0.120, -0.259, 0.207], [0.360, 0.052, -0.139], [0.025, -0.166, -0.318], [0.193, -0.337, 0.097], [0.398, -0.217, -0.016], [-0.106, 0.237, 0.593], [-0.408, 0.027, -0.026], [-0.067, -0.145, 0.068], [-0.351, 0.022, 0.041], [-0.304, -0.326, 0.205], [-0.305, 0.065, 0.247], [-0.196, -0.041, -0.204]]}